DFT (the ωB97M-V functional and the def2-TZVPD basis) results for a molecular structure, C37H65AsFeIO10P2Si2.

The calculation puts the HOMO energy (alpha / beta) at -1.34 / -1.43 eV. For the energy above the lowest of the compared OMol25 structures with the same formula, charge and spin, the calculation gives 0.000 eV. As for the spin multiplicity: 6. The total charge is -2.

CARTESIAN COORDINATES (ANGSTROEM)
Fe 0.08400 0.24386 -0.35692
C 3.22016 -2.49970 3.37923
C 1.73272 -2.43500 3.71582
C 1.48698 -2.96525 5.12611
O 1.16992 -1.15522 3.66663
P 1.22209 -0.05423 2.23471
O 1.19774 1.07014 1.06225
C -0.04931 0.89096 3.22182
P -1.63009 0.82491 2.42814
O -1.71660 0.87497 0.95545
O -2.28017 -0.48535 3.07406
C -3.39659 -1.11834 2.39944
C -4.27092 -1.70842 3.48810
C -2.87714 -2.16115 1.43257
O -2.52744 2.03447 2.98872
C -2.66371 2.28911 4.39278
C -4.14842 2.33023 4.70214
C -1.96845 3.60063 4.70739
O 2.76342 0.25936 2.72932
C 3.64995 1.14986 2.04534
C 4.25236 0.48080 0.82182
C 4.70934 1.53463 3.06593
H 3.56302 -3.53674 3.46147
H 3.79815 -1.87510 4.06417
H 3.41056 -2.15338 2.36490
H 1.21113 -3.10062 3.01090
H 2.02196 -2.34651 5.85164
H 1.82873 -3.99984 5.22626
H 0.42138 -2.92103 5.35852
H 0.28781 1.92793 3.21219
H -0.15323 0.51079 4.23602
H -3.94865 -0.34942 1.84954
H -3.70287 -2.44830 4.05541
H -5.13927 -2.19989 3.04592
H -4.61767 -0.93691 4.17739
H -2.29644 -2.91165 1.97387
H -2.24322 -1.70258 0.67590
H -3.71485 -2.65444 0.93300
H -2.19868 1.47327 4.95547
H -4.62339 3.12120 4.11883
H -4.31500 2.52397 5.76390
H -4.61717 1.38182 4.43958
H -2.40291 4.39854 4.10234
H -0.90607 3.54238 4.47358
H -2.08428 3.85112 5.76433
H 3.09850 2.03553 1.72981
H 4.77397 -0.43650 1.11339
H 4.97105 1.14761 0.33684
H 3.47249 0.24361 0.09721
H 5.24789 0.64583 3.40487
H 4.24987 2.00865 3.93496
H 5.42693 2.22983 2.62333
C 0.66741 -1.27792 1.09694
H 1.45767 -1.55009 0.39291
H 0.14874 -2.15980 1.46170
C 7.22231 -0.43113 -4.73293
C 5.80025 -0.41682 -4.23416
C 4.91593 0.58184 -4.62028
C 3.60318 0.61149 -4.15716
C 2.64767 1.68408 -4.60367
C 3.18045 -0.37696 -3.27118
C 4.05166 -1.38611 -2.85759
C 3.58891 -2.43426 -1.88065
C 5.34883 -1.39821 -3.35846
C 1.75116 -0.36032 -2.76468
O 0.83803 -0.58152 -3.54400
O 1.66798 0.00623 -1.53337
H 7.36766 0.30831 -5.52201
H 7.49358 -1.41047 -5.13414
H 7.92687 -0.20252 -3.92893
H 5.25140 1.35740 -5.30368
H 3.16465 2.44676 -5.18872
H 2.16226 2.16239 -3.74990
H 1.84227 1.25387 -5.20069
H 2.59841 -2.81690 -2.13694
H 3.49593 -2.00498 -0.88159
H 4.29710 -3.26386 -1.83680
H 6.02617 -2.18896 -3.04658
C -2.96676 4.31132 0.05562
Si -2.51515 3.37558 -1.52940
C -2.95956 4.61490 -2.90557
C -3.74788 1.95382 -1.68472
As -0.37693 2.55589 -1.83433
Si 0.77946 4.15847 -0.64604
C 0.61644 5.90059 -1.39678
C 0.39329 4.38018 1.19414
C 2.60513 3.67930 -0.73393
H -4.03173 4.57090 0.02586
H -2.39660 5.24104 0.14181
H -2.78191 3.71066 0.94460
H -4.00803 4.92771 -2.84403
H -2.78196 4.17517 -3.88960
H -2.33017 5.50590 -2.82632
H -4.77570 2.28775 -1.50694
H -3.48785 1.17364 -0.96527
H -3.69187 1.52138 -2.68694
H -0.38673 6.30120 -1.22268
H 0.78372 5.87988 -2.47606
H 1.33799 6.58882 -0.94254
H -0.67754 4.49096 1.38175
H 0.91615 5.25078 1.60727
H 0.73843 3.47547 1.69442
H 2.98242 3.73809 -1.75810
H 2.70447 2.64330 -0.39777
H 3.22725 4.31809 -0.09755
I -5.84104 -3.87566 -5.78896
C -4.30708 -3.21919 -4.51145
C -3.17998 -4.00957 -4.34750
C -2.17628 -3.57043 -3.49712
C -2.29319 -2.36269 -2.82015
C -3.43007 -1.58639 -3.00567
C -4.44609 -2.00930 -3.85170
C -1.18200 -1.92447 -1.87109
O -1.40504 -0.78611 -1.31395
O -0.21184 -2.67038 -1.75194
H -3.08640 -4.94985 -4.87468
H -1.27839 -4.15354 -3.33896
H -3.50400 -0.64793 -2.47622
H -5.33013 -1.40185 -3.99425